1.
Density functional theory data (ωB97M-V with the def2-TZVPD basis set) for 8 unconnected molecules or ions with the total composition C66H61Br2Cl2N2O19 at a distorted geometry.

```
152
C66H61Br2Cl2N2O19, DFT ωB97M-V with the def2-TZVPD basis set
C -0.870 -6.963 0.171
C -1.442 -7.035 -1.263
C -2.570 -5.960 -1.473
C -1.907 -4.555 -1.579
C -2.999 -3.480 -1.587
C -3.440 -3.001 -0.345
Cl -2.805 -3.644 1.140
C -4.411 -1.989 -0.306
C -4.853 -1.507 1.087
O -5.556 -2.183 1.764
O -4.446 -0.264 1.550
N -3.067 -0.061 1.192
C -2.996 1.069 0.636
O -2.643 1.960 -0.020
C -4.945 -1.454 -1.493
C -5.964 -0.325 -1.407
Br -5.327 1.330 -2.296
C -7.411 -0.664 -1.932
C -8.495 -0.219 -0.872
Br -7.726 -2.562 -2.297
C -4.466 -2.013 -2.687
Cl -5.140 -1.379 -4.166
N -3.539 -2.986 -2.715
C -3.127 -3.494 -4.046
C -2.002 -2.615 -4.717
C -1.412 -1.499 -3.801
C 0.063 -1.160 -4.255
C 1.024 -1.361 -3.044
C 2.488 -0.897 -3.316
C 2.896 0.337 -2.427
C 4.270 0.112 -1.703
O 4.147 0.258 -0.280
C 4.150 -0.930 0.375
C 4.531 -0.881 1.867
O 3.845 -1.990 -0.109
H 0.058 -7.560 0.249
H -1.586 -7.351 0.921
H -0.604 -5.938 0.488
H -0.687 -6.819 -2.044
H -1.895 -8.026 -1.439
H -3.326 -6.006 -0.665
H -3.101 -6.221 -2.411
H -1.353 -4.514 -2.535
H -1.171 -4.358 -0.782
H -6.082 -0.028 -0.352
H -7.595 -0.021 -2.808
H -9.367 0.245 -1.357
H -8.845 -1.142 -0.377
H -8.084 0.458 -0.105
H -3.995 -3.592 -4.717
H -2.725 -4.516 -3.966
H -1.179 -3.292 -5.012
H -2.433 -2.164 -5.625
H -1.332 -1.798 -2.740
H -2.055 -0.603 -3.890
H 0.067 -0.095 -4.551
H 0.374 -1.757 -5.130
H 1.042 -2.448 -2.833
H 0.592 -0.822 -2.181
H 2.717 -0.745 -4.384
H 3.144 -1.726 -2.982
H 2.126 0.558 -1.669
H 2.988 1.221 -3.080
H 4.919 0.946 -2.035
H 4.772 -0.811 -2.027
H 4.615 0.144 2.257
H 3.694 -1.365 2.406
H 5.434 -1.469 2.082
C -2.601 4.928 -1.724
C -2.643 5.747 -0.676
C -2.304 7.186 -0.813
O -2.340 7.932 0.139
C -1.920 7.671 -2.161
C -1.878 6.848 -3.208
C -2.216 5.414 -3.068
O -2.182 4.660 -4.022
H -2.843 3.876 -1.646
H -2.922 5.409 0.314
H -1.677 8.723 -2.243
H -1.600 7.184 -4.199
C 5.374 1.118 6.019
C 5.410 2.334 6.557
C 6.361 3.363 6.068
O 6.396 4.470 6.558
C 7.267 2.983 4.957
C 7.229 1.766 4.420
C 6.279 0.740 4.909
O 6.243 -0.371 4.418
H 4.688 0.354 6.362
H 4.756 2.629 7.368
H 7.953 3.746 4.612
H 7.883 1.471 3.609
C 8.630 -3.068 4.023
C 7.416 -3.417 4.439
C 7.195 -4.669 5.201
O 6.085 -4.988 5.580
C 8.377 -5.516 5.484
C 9.592 -5.167 5.069
C 9.813 -3.916 4.306
O 10.921 -3.595 3.928
H 8.811 -2.158 3.465
H 6.542 -2.809 4.242
H 8.196 -6.425 6.043
H 10.466 -5.773 5.267
C -4.443 1.138 6.823
C -3.166 0.780 6.935
C -2.370 0.392 5.747
O -1.207 0.063 5.847
C -3.049 0.419 4.429
C -4.326 0.777 4.315
C -5.122 1.165 5.505
O -6.285 1.493 5.401
H -5.042 1.424 7.679
H -2.654 0.754 7.889
H -2.449 0.133 3.575
H -4.838 0.803 3.368
C 8.650 -3.524 8.397
C 8.441 -2.315 8.910
C 9.523 -1.575 9.604
O 9.331 -0.474 10.072
C 10.847 -2.235 9.703
C 11.057 -3.445 9.190
C 9.975 -4.184 8.496
O 10.165 -5.286 8.025
H 7.872 -4.079 7.889
H 7.480 -1.818 8.847
H 11.624 -1.680 10.212
H 12.017 -3.942 9.253
C -6.071 7.957 -5.976
C -7.295 7.669 -5.539
C -7.557 6.455 -4.731
O -8.671 6.188 -4.333
C -6.403 5.575 -4.427
C -5.180 5.863 -4.864
C -4.919 7.078 -5.671
O -3.801 7.342 -6.068
H -5.861 8.839 -6.567
H -8.149 8.301 -5.751
H -6.613 4.692 -3.835
H -4.327 5.232 -4.654
C -3.552 2.088 -9.630
C -4.525 2.996 -9.668
C -4.459 4.226 -8.842
O -5.345 5.053 -8.872
C -3.269 4.407 -7.978
C -2.296 3.499 -7.940
C -2.361 2.269 -8.764
O -1.475 1.440 -8.732
H -3.582 1.183 -10.225
H -5.400 2.881 -10.294
H -3.238 5.311 -7.382
H -1.421 3.615 -7.313
```

Properties
2S+1: 1
Charge: +1
Lowest unoccupied orbital energy in eV: -4.3459



2.
Density functional theory data (ωB97M-V with the def2-TZVPD basis set) for a molecular structure, C4H5O4Pr at a distorted geometry.

```
14
C4H5O4Pr, DFT ωB97M-V with the def2-TZVPD basis set
O -1.581 -0.905 -1.807
C -0.950 -0.075 -1.227
O -0.793 1.148 -1.204
O 0.158 -0.575 -0.013
C -0.265 -1.445 0.950
C -0.636 -0.931 2.126
O -0.436 0.415 2.312
C -1.072 1.024 3.433
Pr 0.818 1.663 0.462
H -0.399 -2.496 0.690
H -1.129 -1.482 2.926
H -0.658 2.035 3.510
H -2.156 1.079 3.267
H -0.849 0.442 4.337
```

Properties
ΔE to the lowest compared entry with this formula, charge and spin in kcal per mole: 0.0
2S+1: 4
Charge: +1
Lowest unoccupied orbital energy (spin up / spin down) in eV: -4.4949 / -4.6197



3.
Density functional theory data (ωB97M-V with the def2-TZVPD basis set) for 12 unconnected molecules or ions with the total composition C5H35NO11S2 at a distorted geometry.

```
54
C5H35NO11S2, DFT ωB97M-V with the def2-TZVPD basis set
S -1.743 -4.349 -1.999
S 0.133 -3.872 -1.396
C 0.004 -2.537 -0.180
C -0.445 -1.204 -0.815
C 0.166 0.020 -0.108
N -0.841 0.901 0.501
C -0.170 2.116 0.980
C -0.882 2.791 2.137
H -2.165 -3.447 -2.898
H -0.648 -2.617 0.692
H 1.062 -2.459 0.088
H -0.255 -1.208 -1.884
H -1.526 -1.107 -0.761
H 0.614 0.569 -0.937
H 1.033 -0.221 0.510
H -1.199 0.385 1.290
H 0.891 2.087 1.278
H -0.082 2.690 0.047
H -0.793 2.146 3.024
H -1.958 2.950 2.038
H -0.291 3.660 2.426
H -3.968 0.504 -1.299
H -4.557 -0.508 -2.462
O -3.795 -0.238 -1.947
H 3.180 0.996 -1.672
H 4.037 1.224 -2.894
O 3.319 1.645 -2.383
H 0.630 -1.452 1.403
H 1.158 -1.410 2.853
O 1.263 -1.848 2.015
H 3.060 3.709 -0.173
H 4.033 2.714 -0.863
O 3.896 3.257 -0.066
H -2.765 0.514 -3.254
H -1.380 0.916 -3.716
O -2.244 0.766 -4.047
H 3.357 -1.609 -1.119
H 3.131 -0.561 -0.005
O 2.901 -0.792 -0.940
H 3.294 -1.818 2.148
H 3.680 -0.339 2.149
O 3.576 -1.102 1.577
H -4.430 -2.653 -0.042
H -3.806 -1.321 -0.720
O -3.652 -2.127 -0.167
H -3.507 0.989 0.880
H -2.776 1.732 -0.135
O -3.693 1.442 0.055
H -1.217 -2.331 2.099
H -2.327 -1.932 0.990
O -1.540 -1.646 1.515
H 3.873 2.208 1.462
H 2.787 2.124 2.503
O 3.576 1.650 2.220
```

Properties
ΔE to the lowest compared entry with this formula, charge and spin in kcal per mole: 82.3
2S+1: 1
SMILES: CCNCCCSS.O.O.O.O.O.O.O.O.O.O.O
Lowest unoccupied orbital energy in eV: 0.1035



4.
Density functional theory data (ωB97M-V with the def2-TZVPD basis set) for 2 unconnected molecules or ions with the total composition C6H14OS2 at a distorted geometry.

```
23
C6H14OS2, DFT ωB97M-V with the def2-TZVPD basis set
C 0.658 1.876 -1.422
C 1.107 0.965 0.811
C 0.284 -3.455 -0.798
C -2.360 -0.492 1.563
C 0.851 0.652 -0.599
C 0.887 -0.650 -0.956
O -2.310 0.284 -1.087
S 0.930 -1.919 0.186
S -2.223 0.954 0.469
H 1.546 2.597 -1.139
H 0.668 1.669 -2.552
H -0.304 2.444 -1.134
H 1.370 2.024 0.933
H 1.899 0.270 1.379
H 0.206 0.822 1.450
H 0.680 -3.365 -1.751
H -0.786 -3.251 -0.586
H 0.766 -4.199 -0.127
H -3.455 -0.956 1.488
H -2.397 -0.186 2.629
H -1.657 -1.313 1.261
H -1.436 -0.063 -1.285
H 0.812 -0.921 -2.042
```

Properties
ΔE to the lowest compared entry with this formula, charge and spin in kcal per mole: 66.6
2S+1: 1
SMILES: CSC=C(C)C.CSO
Lowest unoccupied orbital energy in eV: 0.6638



5.
Density functional theory data (ωB97M-V with the def2-TZVPD basis set) for a molecular structure, C25H20Br2KN3O2.

```
53
C25H20Br2KN3O2, DFT ωB97M-V with the def2-TZVPD basis set
K 1.655 -1.691 0.357
Br 7.653 1.933 3.328
C 6.244 0.976 2.524
C 5.514 1.544 1.499
C 4.480 0.787 0.968
N 4.170 -0.439 1.376
C 4.896 -0.981 2.357
C 5.940 -0.297 2.971
C 4.531 -2.370 2.784
C 5.415 -3.149 3.523
C 5.010 -4.415 3.907
Br 6.177 -5.501 4.910
C 3.759 -4.882 3.551
C 2.962 -4.035 2.795
N 3.329 -2.815 2.416
H 5.729 2.536 1.131
H 3.869 1.200 0.173
H 6.496 -0.725 3.791
H 6.401 -2.799 3.782
H 3.415 -5.864 3.837
H 1.978 -4.360 2.476
C -2.591 5.499 -1.747
C -2.996 4.148 -2.278
C -3.665 4.065 -3.494
C -4.034 2.832 -4.008
C -3.738 1.673 -3.317
C -3.084 1.736 -2.085
N -2.721 0.589 -1.374
C -3.320 -0.655 -1.415
C -4.677 -0.809 -1.733
C -5.270 -2.056 -1.738
C -4.535 -3.192 -1.418
C -3.203 -3.045 -1.076
C -2.576 -1.802 -1.059
C -1.129 -1.758 -0.634
O -0.535 -2.847 -0.445
O -0.570 -0.626 -0.463
C -2.713 2.983 -1.557
C -2.000 3.044 -0.232
H -2.825 6.278 -2.471
H -1.521 5.543 -1.534
H -3.116 5.737 -0.818
H -3.887 4.972 -4.042
H -4.539 2.773 -4.964
H -3.984 0.707 -3.736
H -1.780 0.540 -0.982
H -5.267 0.070 -1.954
H -6.321 -2.141 -1.984
H -4.996 -4.170 -1.425
H -2.602 -3.904 -0.809
H -2.339 2.243 0.424
H -2.170 3.994 0.270
H -0.918 2.926 -0.354
```

Properties
ΔE to the lowest compared entry with this formula, charge and spin in kcal per mole: 0.0
2S+1: 1
Lowest unoccupied orbital energy in eV: -0.9227



6.
Density functional theory data (ωB97M-V with the def2-TZVPD basis set) for a molecular structure, C37H67N6O6PdS5 at a distorted geometry.

```
122
C37H67N6O6PdS5, DFT ωB97M-V with the def2-TZVPD basis set
Pd -2.989 0.312 -2.372
C -0.145 1.584 -0.648
C -0.130 0.070 -0.796
C 0.108 -0.584 0.557
O -1.261 -0.420 -1.426
H -0.294 2.084 -1.606
H 0.857 1.892 -0.336
H -0.884 1.944 0.066
H 0.756 -0.134 -1.428
H -0.003 -1.666 0.507
H -0.494 -0.139 1.348
H 1.153 -0.392 0.828
C -2.407 3.860 -2.080
S -3.860 3.617 -3.054
O -3.948 2.131 -3.251
C -5.037 4.062 -1.777
H -2.301 4.884 -1.727
H -1.525 3.614 -2.665
H -2.470 3.165 -1.244
H -4.989 5.135 -1.603
H -4.794 3.467 -0.896
H -6.030 3.778 -2.120
C 2.993 1.268 -2.937
S 3.901 -0.097 -2.205
O 5.245 -0.074 -2.834
C 4.094 0.693 -0.599
H 3.605 2.167 -2.885
H 2.086 1.433 -2.351
H 2.761 0.967 -3.954
H 3.212 0.484 0.004
H 4.211 1.771 -0.720
H 4.996 0.280 -0.157
C 3.094 -3.872 -1.484
S 2.413 -3.256 0.047
O 3.297 -2.121 0.502
C 2.950 -4.661 1.015
H 3.009 -3.097 -2.243
H 2.458 -4.705 -1.794
H 4.110 -4.231 -1.344
H 2.609 -5.571 0.518
H 2.566 -4.624 2.031
H 4.040 -4.665 1.031
C -0.462 1.029 -6.262
S -0.126 1.236 -4.545
O -1.440 1.281 -3.840
C 0.525 2.908 -4.665
H -1.329 1.618 -6.569
H -0.656 -0.022 -6.475
H 0.388 1.322 -6.882
H 1.543 2.828 -5.037
H 0.514 3.322 -3.654
H -0.114 3.527 -5.295
C -5.652 0.668 1.081
S -3.872 0.716 0.981
O -3.573 1.303 -0.390
C -3.636 2.096 2.091
H -6.133 1.439 0.488
H -5.920 0.761 2.137
H -5.969 -0.331 0.781
H -2.636 2.509 1.987
H -3.824 1.765 3.113
H -4.362 2.873 1.841
N 0.069 -2.973 -2.556
C 0.718 -2.295 -3.559
C 0.935 -3.162 -4.583
C 0.417 -4.426 -4.185
C -0.071 -4.279 -2.921
H -0.284 -2.557 -1.711
H 1.003 -1.260 -3.471
H 1.446 -2.929 -5.502
H 0.414 -5.360 -4.721
H -0.544 -5.016 -2.295
N 2.535 -2.203 3.211
C 3.324 -2.443 4.296
C 2.511 -2.730 5.364
C 1.170 -2.650 4.905
C 1.217 -2.322 3.575
H 2.853 -2.104 2.248
H 4.396 -2.471 4.194
H 2.843 -2.997 6.353
H 0.246 -2.798 5.441
H 0.442 -2.138 2.848
N -4.030 -1.228 5.342
C -3.863 -1.403 3.996
C -2.562 -1.053 3.717
C -1.927 -0.696 4.942
C -2.889 -0.740 5.911
H -4.859 -1.461 5.859
H -4.725 -1.686 3.416
H -2.111 -1.015 2.742
H -0.896 -0.394 5.003
H -2.832 -0.634 6.980
N -2.579 -6.333 1.495
C -2.782 -5.538 2.600
C -2.023 -4.406 2.436
C -1.346 -4.535 1.196
C -1.695 -5.741 0.648
H -3.028 -7.218 1.351
H -3.399 -5.926 3.392
H -1.922 -3.641 3.187
H -0.636 -3.839 0.777
H -1.438 -6.264 -0.258
N 4.201 2.438 2.925
C 3.837 3.747 3.032
C 2.490 3.838 2.768
C 2.055 2.524 2.437
C 3.122 1.671 2.547
H 5.130 2.106 3.113
H 4.506 4.513 3.384
H 1.895 4.732 2.682
H 1.075 2.234 2.086
H 3.232 0.605 2.442
N 1.578 5.708 -2.352
C 2.473 4.852 -1.788
C 1.926 4.325 -0.653
C 0.633 4.914 -0.521
C 0.426 5.728 -1.596
H 1.697 6.236 -3.198
H 3.429 4.661 -2.249
H 2.417 3.694 0.067
H -0.074 4.734 0.275
H -0.371 6.400 -1.863
```

Properties
ΔE to the lowest compared entry with this formula, charge and spin in kcal per mole: 0.0
2S+1: 3
Charge: +1
Lowest unoccupied orbital energy (spin up / spin down) in eV: -2.2034 / -4.3569



no.,E_tot (Eh)
1,-10158.49431
2,-973.14250
3,-1890.19886
4,-1108.52309
5,-7027.49248
6,-4348.37428